[1]
A structure of composition C24H16BrIN3Pt, computed with wB97M-V/def2-TZVPD.

```
! wB97M-V def2-TZVPD RIJCOSX def2/J DEFGRID3
* xyz 3 1
Pt 0.295 -0.020 0.145
C -2.465 -0.345 -3.176
C -1.733 0.183 -2.112
N -0.762 -0.492 -1.499
C -0.418 -1.720 -1.949
C -1.089 -2.304 -3.030
C -2.157 -1.599 -3.631
C -0.660 -3.567 -3.490
C 0.408 -4.226 -2.891
C 1.057 -3.666 -1.816
C 0.670 -2.400 -1.291
N 1.201 -1.732 -0.231
C 2.215 -2.035 0.619
C 3.056 -3.183 0.614
C 4.055 -3.344 1.546
C 4.265 -2.384 2.529
C 3.468 -1.223 2.597
C 3.660 -0.229 3.581
C 2.850 0.876 3.576
C 1.863 0.981 2.598
N 1.664 0.049 1.662
C 2.452 -1.049 1.648
H -3.255 0.245 -3.619
H -1.933 1.180 -1.752
H -2.707 -2.052 -4.448
H -1.175 -4.021 -4.330
H 0.734 -5.184 -3.270
H 1.863 -4.230 -1.391
H 2.950 -3.961 -0.114
H 4.679 -4.226 1.510
H 5.055 -2.521 3.260
H 4.442 -0.348 4.320
H 2.961 1.664 4.308
H 1.219 1.846 2.567
Br -4.282 1.695 -0.276
C -3.668 3.411 0.180
C -4.529 4.489 0.029
C -4.129 5.762 0.416
C -2.877 5.974 0.964
C -1.989 4.916 1.114
C -2.424 3.669 0.717
I -0.925 2.168 1.104
H -5.516 4.322 -0.382
H -4.813 6.590 0.291
H -2.571 6.963 1.279
H -1.003 5.079 1.525
*
```

Highest occupied orbital energy ... -16.668 eV
Energy relative to the best compared isomer or geometry (same formula, charge and spin) ... 0.2 kcal per mole
Energy ... -110980.46858 eV
Kohn-Sham gap ... 3.8 eV

---

[2]
A cluster of 3 separate species, C6H16O2 in total at a distorted geometry, computed with wB97M-V/def2-TZVPD.

```
! wB97M-V def2-TZVPD RIJCOSX def2/J DEFGRID3
* xyz 0 1
C 0.624 -1.030 2.510
C 0.528 -0.872 1.011
C -0.560 -0.394 0.434
C -0.580 -0.028 -1.047
C 0.055 -1.031 -2.018
C -0.984 -1.924 -2.727
H 1.246 -1.877 2.776
H -0.360 -1.023 2.977
H 1.158 -0.175 2.945
H 1.378 -1.188 0.412
H -1.354 0.017 1.051
H -1.600 0.181 -1.375
H -0.097 0.952 -1.120
H 0.636 -0.526 -2.787
H 0.738 -1.688 -1.477
H -1.556 -2.501 -1.994
H -0.458 -2.487 -3.495
H -1.738 -1.271 -3.178
O -1.126 2.515 1.237
H -1.725 2.294 0.516
H -0.789 3.389 1.027
O 2.140 2.936 1.826
H 1.575 3.261 1.120
H 2.850 2.470 1.374
*
```

Highest occupied orbital energy ... -8.896 eV
Energy relative to the best compared isomer or geometry (same formula, charge and spin) ... 23.9 kcal per mole
Energy ... -10575.50261 eV
Kohn-Sham gap ... 9.4 eV
SMILES string ... C/C=C/CCC.O.O

---

[3]
The ion CH3NO3P with charge -1 at a distorted geometry, computed with wB97M-V/def2-TZVPD.

```
! wB97M-V def2-TZVPD RIJCOSX def2/J DEFGRID3
* xyz -1 1
C 1.676 0.226 -0.038
N 0.054 -0.505 -0.254
O -0.750 -0.392 1.070
P -1.832 -0.239 -0.075
O -2.575 -1.405 -0.543
O -2.448 1.117 -0.160
H 1.554 1.301 0.103
H 2.056 -0.094 0.848
H 2.264 -0.009 -0.952
*
```

Highest occupied orbital energy ... -3.788 eV
Energy relative to the best compared isomer or geometry (same formula, charge and spin) ... 85.2 kcal per mole
Energy ... -18006.86448 eV
Kohn-Sham gap ... 7.9 eV
SMILES string ... CN1O[P@@]1(=O)[O-]

---

[4]
A structure of composition C33H37Cl3GeInN4PS2Si2 at a distorted geometry, computed with wB97M-V/def2-TZVPD.

```
! wB97M-V def2-TZVPD RIJCOSX def2/J DEFGRID3
* xyz -1 2
In -0.511 0.110 0.071
S -3.940 -0.113 -0.387
C -3.857 -0.946 1.148
C -4.631 -0.455 2.202
C -4.602 -1.046 3.455
C -5.385 -0.483 4.520
N -6.006 -0.016 5.366
C -3.796 -2.173 3.671
C -3.019 -2.661 2.632
C -3.019 -2.052 1.380
S -1.919 -2.653 0.148
C -3.759 -2.822 4.950
N -3.725 -3.358 5.967
H -5.263 0.408 2.040
H -2.388 -3.523 2.802
C -0.445 -3.209 -2.592
Si 1.271 -0.964 -2.414
C -0.603 -4.662 -2.470
C 2.505 -2.048 -3.330
N 1.361 -0.912 -0.777
C 1.919 -1.646 0.264
C 2.910 -2.605 0.056
C 3.501 -3.290 1.109
C 3.098 -3.018 2.405
C 2.119 -2.063 2.637
C 1.517 -1.346 1.597
N 0.554 -0.374 1.826
Si 0.183 0.337 3.355
C -1.124 1.642 3.022
C 1.696 1.173 4.087
C -0.511 -0.885 4.608
H 0.060 -2.309 -4.610
H -1.470 -0.264 -3.488
H -1.808 -2.341 -4.228
H -0.166 -5.171 -3.344
H -1.644 -4.999 -2.385
H -0.067 -5.013 -1.587
H 2.225 -2.157 -4.382
H 2.523 -3.052 -2.909
H 3.510 -1.617 -3.288
H 3.227 -2.807 -0.956
H 4.267 -4.030 0.911
H 3.536 -3.549 3.241
H 1.806 -1.870 3.656
H -0.768 2.398 2.317
H -1.397 2.152 3.950
H -2.039 1.203 2.611
H 2.077 1.926 3.393
H 2.499 0.456 4.271
H 1.457 1.665 5.034
H -0.930 -1.752 4.097
H -1.307 -0.432 5.205
H 0.251 -1.249 5.301
C 1.236 0.608 -3.544
P 0.364 1.617 -2.331
C 1.809 2.117 -1.269
C 1.521 3.013 -0.236
C 2.466 3.349 0.720
C 3.742 2.807 0.657
C 4.051 1.930 -0.371
C 3.093 1.583 -1.314
C -0.093 3.323 -2.791
C -1.276 3.855 -2.295
C -1.611 5.173 -2.576
C -0.781 5.948 -3.372
C 0.394 5.411 -3.885
C 0.738 4.102 -3.591
H 0.630 0.205 -4.361
H -1.007 -0.821 -4.668
H 2.256 0.908 -3.770
H 0.533 3.460 -0.172
H 2.200 4.033 1.516
H 4.482 3.057 1.405
H 5.039 1.491 -0.434
H 3.377 0.855 -2.063
H -1.938 3.231 -1.708
H -2.533 5.585 -2.189
H -1.053 6.971 -3.603
H 1.041 6.014 -4.509
H 1.665 3.688 -3.973
Cl -0.725 -1.951 -3.409
Ge -2.640 -1.487 -1.736
Cl -2.785 1.061 -3.449
Cl -4.167 -2.666 -2.839
*
```

Highest occupied orbital energy (spin up / spin down) ... -4.397 / -4.407 eV
Energy ... -186745.03800 eV
Kohn-Sham gap (spin up / spin down) ... 5.8 / 5.3 eV
Expectation value of S² ... 0.755

---

[5]
A cluster of 2 separate species, C2H9N2O2 in total at a distorted geometry, computed with wB97M-V/def2-TZVPD.

```
! wB97M-V def2-TZVPD RIJCOSX def2/J DEFGRID3
* xyz 1 1
N -1.575 1.908 0.268
C -0.235 1.358 0.333
C -0.349 0.041 -0.483
N 0.672 -0.727 -0.994
O -1.518 -0.417 -0.518
H -2.004 1.969 1.130
H -1.512 2.886 0.022
H -2.350 1.238 -0.383
H 0.066 1.237 1.494
H 0.481 1.897 -0.328
H 1.671 -0.483 -0.839
H 0.441 -1.183 -1.892
H 2.979 -2.785 1.341
H 1.812 -2.133 0.485
O 2.547 -1.995 1.137
*
```

Highest occupied orbital energy ... -14.551 eV
Energy relative to the best compared isomer or geometry (same formula, charge and spin) ... 57.1 kcal per mole
Energy ... -9287.49627 eV
Kohn-Sham gap ... 10.8 eV

---

[6]
A cluster of 2 separate species, C5H13NO in total at a distorted geometry, computed with wB97M-V/def2-TZVPD.

```
! wB97M-V def2-TZVPD RIJCOSX def2/J DEFGRID3
* xyz 0 1
C -0.284 2.054 0.793
C 0.994 1.296 0.600
N 1.998 2.017 -0.014
O 1.245 0.221 1.115
H -0.151 2.676 1.677
H -1.151 1.429 0.953
H -0.510 2.677 -0.073
H 2.728 1.497 -0.465
H 1.721 2.819 -0.570
C -0.279 -1.412 -1.660
C -1.186 -1.380 -0.424
C -2.071 -2.579 -0.039
H -0.666 -2.088 -2.424
H 0.751 -1.693 -1.421
H -0.115 -0.392 -2.021
H -0.494 -1.095 0.374
H -1.851 -0.511 -0.493
H -2.991 -2.477 -0.611
H -1.569 -3.534 -0.164
H -2.286 -2.424 1.018
*
```

Highest occupied orbital energy ... -9.936 eV
Energy relative to the best compared isomer or geometry (same formula, charge and spin) ... 9.1 kcal per mole
Energy ... -8933.61558 eV
Kohn-Sham gap ... 10.7 eV
SMILES string ... CC(N)=O.CCC

---

[7]
A structure of composition C3H5NS3 at a distorted geometry, computed with wB97M-V/def2-TZVPD.

```
! wB97M-V def2-TZVPD RIJCOSX def2/J DEFGRID3
* xyz 0 1
C -1.430 -1.171 -0.159
C 1.278 -0.597 0.433
C 0.222 1.671 -0.484
H -1.722 -1.330 -1.417
H -1.495 0.215 0.176
H -2.093 -1.765 0.788
H 1.387 1.430 1.090
H 0.367 2.681 0.094
N 0.984 0.739 0.338
S 0.221 -1.910 -0.111
S 2.700 -1.311 1.119
S -0.421 1.348 -1.867
*
```

Highest occupied orbital energy ... -8.387 eV
Energy relative to the best compared isomer or geometry (same formula, charge and spin) ... 87.6 kcal per mole
Energy ... -37183.65883 eV
Kohn-Sham gap ... 7.3 eV

---

[8]
A cluster of 4 separate species, C4H15N2O in total at a distorted geometry, computed with wB97M-V/def2-TZVPD.

```
! wB97M-V def2-TZVPD RIJCOSX def2/J DEFGRID3
* xyz 1 1
C 3.369 3.156 -1.163
N -1.054 -0.777 2.676
C -2.377 -0.327 2.906
C 3.399 2.957 -2.489
N -0.500 -1.897 -1.365
C -1.841 -2.461 -1.379
H 2.805 3.975 -0.735
H 3.928 2.498 -0.509
H -0.963 -1.767 2.925
H -2.545 0.383 3.737
H -3.152 -1.084 3.073
H -2.697 0.215 2.009
H 3.771 1.995 -2.819
H 3.123 3.744 -3.173
H -0.599 -0.518 1.759
H 0.214 -2.597 -1.197
H -1.900 -3.360 -0.761
H -1.933 -2.859 -2.407
H -2.625 -1.732 -1.258
H -0.422 -1.146 -0.627
H -0.515 0.808 0.012
O -0.152 0.006 0.441
*
```

Highest occupied orbital energy ... -12.011 eV
Energy relative to the best compared isomer or geometry (same formula, charge and spin) ... 223.9 kcal per mole
Energy ... -9403.95085 eV
Kohn-Sham gap ... 2.4 eV